(1)
ORCA calculation (ωB97M-V with the def2-TZVPD basis set) on an isolated molecule of C5H6OS at a distorted geometry.

Structure (XYZ):
```
13
Properties=species:S:1:pos:R:3:nbo_charge:R:1
O -2.747 -0.249 0.255 -0.629
S -1.668 -1.371 -0.301 0.537
C -2.464 1.047 0.065 0.174
C -1.251 1.507 -0.099 -0.341
H -1.143 2.502 -0.349 0.219
H 2.085 -1.187 0.603 0.241
H 1.377 -1.978 -0.839 0.232
H -3.348 1.653 0.102 0.194
C 1.079 -1.535 0.121 -0.672
C -0.043 -0.683 0.064 -0.184
C -0.051 0.662 0.086 -0.221
H 0.854 1.267 0.294 0.215
H 0.931 -2.459 0.719 0.233
```

Results
ΔE to the lowest compared entry with this formula, charge and spin = 47.1 kcal per mole
E_HOMO = -7.655 eV
Frontier orbital gap = 8.33 eV
Energy = -667.46314 Eh

---

(2)
ORCA calculation (ωB97M-V with the def2-TZVPD basis set) on a cluster of 2 separate species, C4H11NO2 in total at a distorted geometry.

Structure (XYZ):
```
18
Properties=species:S:1:pos:R:3:nbo_charge:R:1
H -3.216 1.203 0.189 0.204
H -2.260 1.485 -1.254 0.218
N -1.161 0.814 0.421 -0.616
H 1.596 1.388 0.174 0.455
O -1.438 -0.870 -1.050 -0.614
H 2.401 0.385 0.905 0.464
O 2.507 1.204 0.435 -0.915
H -0.478 1.432 0.828 0.382
C 1.394 -1.655 -0.583 -0.614
H -0.056 -2.026 0.818 0.247
H 1.601 -2.685 -0.307 0.211
C -0.782 -0.355 -0.168 0.668
H -2.217 2.590 0.218 0.201
H 0.877 -1.727 -1.532 0.235
H 0.834 -0.630 1.335 0.194
C 0.379 -1.093 0.463 -0.513
C -2.258 1.580 -0.174 -0.422
H 2.277 -1.040 -0.715 0.216
```

Results
ΔE to the lowest compared entry with this formula, charge and spin = 17.9 kcal per mole
E_HOMO = -10.059 eV
Frontier orbital gap = 10.68 eV
Energy = -364.23967 Eh

---

(3)
ORCA calculation (ωB97M-V with the def2-TZVPD basis set) on a structure of composition C41H36N2O3P2W at a distorted geometry.

Structure (XYZ):
```
85
Properties=species:S:1:pos:R:3:lowdin_charge:R:1
H -2.760 0.273 -3.859 0.101
H 0.190 2.545 -2.614 0.084
H 6.526 2.702 -1.925 0.114
C 1.725 -2.549 2.409 -0.052
H -1.126 -4.871 -1.722 0.109
C 1.741 -2.007 0.061 -0.144
H -2.534 -5.478 4.391 0.126
C -0.068 -0.041 -3.474 -0.380
H -0.851 -3.212 -1.109 0.069
C 4.006 0.779 -0.733 -0.371
C 1.728 -0.596 0.332 -0.573
H 0.873 -1.905 -2.981 0.082
C -2.168 -4.757 3.677 -0.023
C -1.726 -2.464 3.046 -0.127
C 1.099 -1.420 -5.055 -0.051
C -0.926 5.388 3.864 -0.047
C 1.692 -1.213 2.732 -0.071
H -1.984 -0.827 4.416 0.153
H 7.812 1.265 -0.381 0.115
C -2.030 5.563 1.737 -0.052
H 1.912 0.813 2.012 0.139
C -1.600 6.146 2.919 -0.044
H 4.104 2.358 -2.190 0.099
C 0.078 2.127 -1.609 -0.332
H -0.953 1.755 -4.284 0.113
H -6.152 -0.464 -1.377 0.122
C -0.376 0.864 -4.489 -0.108
H 1.674 -2.303 -5.277 0.116
C 1.442 2.103 -0.888 -0.363
H -2.332 0.224 0.455 0.043
C -1.334 -2.914 1.743 -0.194
H 4.245 -0.805 0.712 0.098
W -0.420 -0.283 0.676 1.593
C -3.180 0.178 -2.870 -0.051
H -5.147 -0.166 -3.614 0.122
C -1.720 -5.196 2.433 0.064
C -1.777 4.227 1.492 -0.022
O -0.521 1.567 1.058 -0.245
H -2.120 3.762 0.577 0.110
H -2.565 6.145 1.005 0.115
H -1.708 -6.244 2.183 0.141
H -4.736 -0.279 0.638 0.121
C -4.534 -0.086 -2.730 -0.034
N -1.275 -0.128 2.612 -0.127
P -0.517 0.364 -1.755 0.976
H 1.778 -3.299 3.181 0.126
C -0.984 2.020 2.217 -0.345
C 1.631 -0.209 1.725 -0.191
C -1.323 -4.294 1.454 -0.202
H -0.194 3.438 4.389 0.120
C 1.739 -2.950 1.061 -0.057
H -2.434 -4.014 -0.879 0.112
C 0.822 -0.504 -6.058 -0.043
H -0.647 2.742 -1.066 0.075
H -2.544 -3.072 4.935 0.128
P 2.261 0.432 -1.151 1.077
C -2.366 0.288 -1.747 -0.318
O -0.895 -4.795 0.262 -0.062
C 4.734 -0.027 0.140 -0.084
C 6.022 1.944 -1.345 -0.061
C 4.660 1.754 -1.486 -0.104
H -1.783 7.193 3.103 0.117
C -4.300 -0.160 -0.343 -0.044
C -1.669 -1.105 3.417 0.020
C 0.068 0.625 -5.777 -0.048
O -0.966 -1.992 0.855 -0.219
C 0.652 -1.194 -3.766 -0.110
C -1.354 -4.174 -0.920 -0.046
C -1.129 3.455 2.459 -0.163
H 1.755 -0.904 3.766 0.125
C -2.179 -3.418 3.980 0.005
H -0.579 5.849 4.776 0.117
H 1.791 -3.999 0.812 0.129
H 6.664 -0.447 0.951 0.112
N -1.393 1.134 3.077 0.131
C 6.744 1.145 -0.472 -0.058
H 1.862 -2.325 -0.972 0.106
H 2.112 2.841 -1.336 0.080
C 6.098 0.171 0.272 -0.063
H -0.167 1.328 -6.561 0.119
C -0.706 4.039 3.652 -0.011
C -2.948 0.096 -0.482 -0.143
H 1.193 -0.668 -7.058 0.119
H 1.368 2.376 0.172 0.074
C -5.097 -0.258 -1.477 -0.037
```

Results
Total charge = +2
ΔE to the lowest compared entry with this formula, charge and spin = 69.2 kcal per mole
E_HOMO (spin up / spin down) = -13.200 / -13.198 eV
Frontier orbital gap (spin up / spin down) = 5.69 / 5.65 eV
Energy = -2668.42367 Eh

---

Q: Look up the energy of the first one.
A: -667.46314 Eh